# 1
Formula: C39H48N6O9
Source: OMol25
Level of theory: ωB97M-V with the def2-TZVPD basis set

Geometry as XYZ:
```
102
C39H48N6O9, DFT ωB97M-V with the def2-TZVPD basis set
C -1.457 1.967 5.108
C -2.196 2.569 3.947
C -1.442 3.673 3.287
O -1.752 3.521 1.929
C -1.928 2.189 1.727
O -1.910 1.577 0.692
O -2.206 1.563 2.901
H -1.349 2.734 5.893
H -0.399 1.782 4.833
H -1.884 1.050 5.486
H -3.197 2.807 4.181
H -0.331 3.729 3.396
H -1.811 4.699 3.577
C 4.399 -4.110 1.244
C 4.123 -3.404 2.605
C 5.196 -3.256 3.658
O 4.738 -2.099 4.376
C 3.884 -1.454 3.542
O 3.355 -0.423 3.869
O 3.705 -2.047 2.409
H 5.241 -3.673 0.787
H 3.592 -3.943 0.523
H 4.590 -5.148 1.357
H 3.267 -3.900 3.146
H 6.145 -3.011 3.131
H 5.290 -4.155 4.318
C 1.305 1.313 1.495
C 2.093 1.999 0.423
C 1.518 3.289 -0.110
O 2.587 4.248 -0.129
C 3.607 3.732 0.570
O 4.672 4.252 0.592
O 3.324 2.508 1.013
H 0.991 1.884 2.337
H 1.824 0.460 1.973
H 0.285 0.871 1.153
H 2.417 1.366 -0.351
H 0.765 3.633 0.634
H 1.022 3.294 -1.098
C -1.155 -1.543 2.771
C -0.621 -2.824 2.985
C -1.143 -3.710 2.075
N -2.077 -2.969 1.326
C -2.096 -1.651 1.756
H -0.776 -0.665 3.361
H 0.133 -2.936 3.763
H -0.964 -4.759 1.866
H -2.875 -3.374 0.780
H -2.750 -0.961 1.262
C -0.768 4.545 -3.433
C -0.920 5.405 -2.300
C -1.691 4.697 -1.408
N -1.872 3.427 -1.894
C -1.326 3.351 -3.143
H -0.335 4.879 -4.341
H -0.594 6.409 -2.410
H -2.039 4.982 -0.411
H -2.208 2.700 -1.344
H -1.325 2.381 -3.668
C -5.437 0.358 -3.258
C -5.657 0.637 -1.860
C -4.488 0.450 -1.204
N -3.520 0.123 -2.139
C -4.095 0.071 -3.399
H -6.250 0.427 -3.928
H -6.695 0.778 -1.452
H -4.245 0.515 -0.123
H -2.545 0.034 -1.954
H -3.456 -0.214 -4.209
C 4.364 3.255 -2.816
C 3.354 2.420 -3.243
C 3.465 1.026 -2.990
N 4.516 0.550 -2.348
C 5.443 1.337 -1.880
C 5.458 2.711 -2.131
H 4.334 4.348 -2.918
H 2.491 2.773 -3.788
H 2.713 0.325 -3.240
H 6.274 0.874 -1.418
H 6.269 3.281 -1.751
C 1.141 -2.552 -1.220
C 0.455 -1.658 -0.413
C -0.351 -0.752 -1.121
N -0.537 -0.736 -2.407
C 0.125 -1.649 -3.162
C 1.026 -2.517 -2.603
H 1.819 -3.279 -0.818
H 0.608 -1.739 0.690
H -0.916 0.022 -0.589
H 0.064 -1.509 -4.250
H 1.715 -3.125 -3.216
C -2.842 -4.830 -2.088
C -3.135 -3.467 -1.833
C -4.329 -3.226 -1.198
N -5.154 -4.174 -0.810
C -4.871 -5.450 -1.079
C -3.744 -5.817 -1.752
H -1.891 -5.162 -2.515
H -2.346 -2.674 -1.977
H -4.556 -2.187 -0.995
H -5.589 -6.195 -0.730
H -3.660 -6.875 -1.882
```

Calculated values
E in Eh: -2520.56449
SMILES string: C[C@H]1COC(=O)O1.C[C@H]1COC(=O)O1.C[C@H]1COC(=O)O1.c1cc[nH]c1.c1cc[nH]c1.c1cc[nH]c1.c1ccncc1.c1ccncc1.c1ccncc1
Energy above the lowest of the compared OMol25 structures with the same formula, charge and spin in kcal/mol: 0.0
LUMO level in eV: 0.4

Atomic partial charges in e from the Löwdin method, atoms 1 to 99: C -0.019; C -0.303; C -0.125; O 0.055; C -0.528; O 0.094; O 0.070; H 0.100; H 0.096; H 0.088; H 0.147; H 0.148; H 0.160; C 0.015; C -0.299; C -0.097; O 0.071; C -0.613; O 0.143; O 0.108; H 0.068; H 0.069; H 0.074; H 0.166; H 0.145; H 0.153; C -0.007; C -0.270; C -0.075; O 0.067; C -0.611; O 0.149; O 0.095; H 0.064; H 0.081; H 0.091; H 0.122; H 0.129; H 0.132; C -0.126; C -0.146; C -0.114; N 0.019; C -0.126; H 0.106; H 0.096; H 0.103; H 0.135; H 0.089; C -0.130; C -0.096; C -0.139; N 0.035; C -0.151; H 0.082; H 0.082; H 0.107; H 0.080; H 0.113; C -0.094; C -0.122; C -0.179; N 0.018; C -0.120; H 0.075; H 0.111; H 0.107; H 0.063; H 0.099; C -0.072; C -0.061; C -0.143; N 0.042; C -0.158; C -0.050; H 0.120; H 0.096; H 0.080; H 0.093; H 0.096; C -0.068; C -0.032; C -0.183; N 0.044; C -0.148; C -0.081; H 0.083; H 0.108; H 0.078; H 0.113; H 0.117; C -0.065; C -0.063; C -0.195; N 0.065; C -0.158; C -0.091; H 0.105; H 0.102

# 2
Formula: C39H49AsN4O2S2Si2Sn
Source: OMol25
Level of theory: ωB97M-V with the def2-TZVPD basis set

Geometry as XYZ:
```
100
C39H49AsN4O2S2Si2Sn, DFT ωB97M-V with the def2-TZVPD basis set
Sn -1.040 -0.755 -0.283
C -5.964 1.294 0.302
C -4.841 2.106 0.247
C -3.641 1.676 0.794
C -3.565 0.439 1.425
C -4.696 -0.374 1.488
C -5.887 0.054 0.922
N -2.324 -0.034 1.913
C -2.221 -0.315 3.207
C -3.161 0.125 4.197
C -3.050 -0.270 5.500
C -2.015 -1.139 5.892
C -1.083 -1.581 4.971
C -1.141 -1.144 3.658
N -0.271 -1.655 2.683
N -0.048 -2.956 2.757
C 0.206 -3.619 1.576
C 0.683 -4.933 1.689
C 0.818 -5.698 0.554
C 0.464 -5.149 -0.677
C 0.003 -3.850 -0.706
N -0.117 -3.078 0.384
H -6.898 1.626 -0.131
H -4.899 3.081 -0.219
H -2.769 2.312 0.775
H -4.631 -1.344 1.967
H -6.759 -0.584 0.968
H -3.948 0.799 3.889
H -3.759 0.085 6.234
H -1.945 -1.461 6.922
H -0.303 -2.274 5.255
H 0.905 -5.319 2.674
H 1.179 -6.716 0.621
H 0.528 -5.721 -1.592
H -0.290 -3.395 -1.645
O 0.521 -1.042 -1.911
S 2.018 -0.903 -2.193
C 2.255 0.868 -2.448
C 1.236 1.486 -3.390
C 1.158 3.009 -3.264
C 0.783 3.535 -1.883
S -0.755 2.958 -1.131
O -0.556 1.465 -0.900
C -1.877 3.113 -2.500
C -2.430 1.986 -3.082
C -3.339 2.149 -4.119
C -3.679 3.420 -4.556
C -3.123 4.543 -3.953
C -2.223 4.395 -2.911
C 2.228 -1.511 -3.844
C 3.526 -1.749 -4.276
C 3.725 -2.204 -5.570
C 2.634 -2.430 -6.400
C 1.342 -2.205 -5.944
C 1.127 -1.739 -4.656
H 3.290 0.989 -2.775
H 2.171 1.267 -1.434
H 0.261 1.052 -3.172
H 1.479 1.229 -4.422
H 0.450 3.383 -4.005
H 2.123 3.460 -3.510
H 0.709 4.624 -1.878
H 1.519 3.273 -1.118
H -2.162 1.000 -2.726
H -3.786 1.279 -4.582
H -4.388 3.541 -5.363
H -3.399 5.533 -4.288
H -1.805 5.269 -2.424
H 4.369 -1.594 -3.613
H 4.728 -2.394 -5.925
H 2.793 -2.793 -7.406
H 0.499 -2.394 -6.594
H 0.129 -1.562 -4.280
C 4.217 -0.023 1.641
Si 3.054 -1.456 1.918
C 3.148 -2.163 3.634
C 3.389 -2.748 0.613
As 0.841 -0.430 1.668
Si 1.043 1.570 3.018
C 1.978 1.135 4.566
C -0.553 2.401 3.471
C 1.972 2.671 1.816
H 5.243 -0.394 1.718
H 4.105 0.787 2.360
H 4.102 0.389 0.635
H 4.047 -2.784 3.681
H 2.292 -2.800 3.863
H 3.228 -1.401 4.404
H 3.720 -3.668 1.097
H 4.196 -2.402 -0.036
H 2.540 -2.994 -0.019
H 1.520 0.285 5.075
H 1.925 1.989 5.246
H 3.030 0.914 4.395
H -1.059 1.910 4.302
H -1.249 2.497 2.641
H -0.278 3.409 3.800
H 2.541 2.131 1.059
H 2.676 3.308 2.357
H 1.258 3.326 1.313
```

Calculated values
E in Eh: -5710.00044
Net charge: +2
Energy above the lowest of the compared OMol25 structures with the same formula, charge and spin in kcal/mol: 10.3
LUMO level (spin up / spin down) in eV: -5.8 / -6.5

Atomic partial charges in e from the Löwdin method, atoms 1 to 99: Sn 1.199; C -0.064; C -0.061; C -0.046; C -0.352; C -0.024; C -0.054; N 0.027; C -0.265; C 0.004; C -0.042; C -0.022; C -0.008; C -0.231; N -0.316; N 0.086; C -0.368; C 0.004; C -0.033; C -0.036; C -0.163; N -0.025; H 0.113; H 0.112; H 0.078; H 0.126; H 0.115; H 0.128; H 0.121; H 0.120; H 0.119; H 0.124; H 0.123; H 0.116; H 0.095; O -0.743; S 1.017; C -0.306; C -0.219; C -0.191; C -0.310; S 1.011; O -0.745; C -0.401; C -0.072; C -0.048; C -0.049; C -0.050; C -0.078; C -0.395; C -0.077; C -0.051; C -0.048; C -0.048; C -0.069; H 0.115; H 0.067; H 0.082; H 0.128; H 0.120; H 0.131; H 0.105; H 0.070; H 0.088; H 0.116; H 0.117; H 0.119; H 0.119; H 0.116; H 0.118; H 0.118; H 0.117; H 0.111; C -0.207; Si 0.398; C -0.185; C -0.196; As 1.033; Si 0.385; C -0.196; C -0.178; C -0.203; H 0.055; H 0.016; H 0.026; H 0.051; H 0.020; H 0.021; H 0.046; H 0.036; H -0.007; H 0.032; H 0.052; H 0.022; H 0.034; H 0.021; H 0.057; H -0.001; H 0.055